ORCA calculation (ωB97M-V/def2-TZVPD) on C38H36IrN3P as an isolated structure.

The geometry in XYZ format:
```
79
Properties=species:S:1:pos:R:3:forces:R:3:mulliken_charge:R:1
Ir -0.345 -0.909 -0.082 -0.55 0.59 -0.51 5.003
C -1.399 -0.802 4.129 -0.01 -0.01 0.01 -1.212
C -0.180 -1.055 4.745 -0.01 0.01 0.01 -0.796
C 0.921 -1.303 3.957 0.01 -0.03 -0.02 -0.963
C 0.804 -1.313 2.567 -0.05 -0.02 0.01 0.708
N -0.384 -1.047 1.977 -0.08 -0.09 0.16 0.172
C -1.449 -0.800 2.756 0.07 0.02 -0.01 0.042
C 1.904 -1.558 1.643 -0.01 -0.04 -0.03 1.124
C 3.160 -1.983 2.073 0.01 0.01 -0.01 -0.390
C 4.171 -2.197 1.159 0.01 0.02 0.02 -1.156
C 3.910 -1.989 -0.188 0.00 0.01 0.00 -1.051
C 2.652 -1.585 -0.611 -0.02 0.11 0.01 0.024
C 1.603 -1.352 0.285 -0.04 0.04 0.08 -0.182
H -2.295 -0.604 4.700 0.00 0.02 -0.01 0.504
H -0.093 -1.047 5.823 0.00 -0.01 0.00 0.444
H 1.886 -1.482 4.408 -0.01 -0.02 0.00 0.444
H -2.367 -0.579 2.244 -0.04 -0.01 -0.03 0.076
H 3.351 -2.161 3.124 0.00 0.00 0.00 0.383
H 5.147 -2.528 1.486 0.00 -0.01 0.00 0.404
H 4.689 -2.157 -0.921 0.00 0.01 0.00 0.441
H 2.539 -1.482 -1.687 -0.01 0.00 0.01 0.502
N 0.044 -0.679 -2.170 0.15 -0.07 0.35 -0.700
C -0.258 0.591 -2.807 0.00 0.12 -0.02 -1.052
C -0.548 0.643 -4.159 0.06 0.01 0.01 -0.373
C -0.835 1.865 -4.751 0.00 0.01 0.00 -0.792
C -0.814 3.027 -3.993 0.01 -0.01 -0.01 -0.739
C -0.521 2.968 -2.639 0.02 -0.01 -0.01 -1.084
C -0.246 1.748 -2.027 -0.15 -0.06 -0.04 0.561
P 0.060 1.527 -0.248 0.63 -0.43 0.35 1.471
C 1.866 1.722 -0.071 -0.06 0.12 -0.16 0.090
C 2.397 1.680 1.217 0.01 0.00 -0.01 -0.043
C 3.766 1.732 1.408 0.01 0.00 0.01 -0.803
C 4.620 1.824 0.314 -0.01 -0.01 -0.01 -0.656
C 4.097 1.874 -0.967 0.01 0.01 0.00 -0.869
C 2.721 1.824 -1.161 -0.01 0.01 -0.02 -0.405
C -0.516 3.064 0.554 -0.12 -0.08 -0.08 0.070
C 0.254 4.226 0.453 -0.01 0.01 -0.02 -0.711
C -0.185 5.410 1.022 0.00 0.01 0.00 -0.726
C -1.393 5.453 1.705 0.01 -0.02 0.00 -0.615
C -2.158 4.304 1.823 -0.01 0.00 -0.01 -0.708
C -1.720 3.118 1.249 0.03 -0.01 0.05 -0.280
H 1.053 -0.773 -2.085 0.06 -0.03 -0.34 0.019
H -0.279 -1.465 -2.728 -0.02 0.02 0.00 0.472
H -0.558 -0.267 -4.748 0.00 0.00 0.00 0.509
H -1.075 1.906 -5.804 0.01 0.00 0.00 0.420
H -1.031 3.981 -4.455 -0.02 -0.01 0.00 0.465
H -0.519 3.875 -2.048 -0.02 -0.01 0.00 0.478
H 1.735 1.605 2.075 0.00 -0.01 0.00 0.471
H 4.172 1.701 2.410 0.00 -0.01 -0.01 0.436
H 5.691 1.857 0.464 0.00 0.01 0.00 0.413
H 4.758 1.957 -1.821 0.00 -0.01 0.00 0.454
H 2.321 1.872 -2.167 0.01 0.01 0.00 0.446
H 1.204 4.206 -0.066 0.02 -0.02 0.00 0.524
H 0.423 6.301 0.935 0.00 0.00 0.00 0.429
H -1.730 6.379 2.153 0.00 0.00 0.00 0.403
H -3.094 4.325 2.365 0.00 0.00 0.00 0.445
H -2.319 2.230 1.369 -0.06 -0.16 -0.04 0.301
C -2.860 -1.076 -2.004 -0.02 -0.02 0.00 -1.367
N -2.642 -0.955 -0.547 0.11 0.01 -0.04 -0.468
C -3.515 0.138 -0.100 -0.01 0.06 -0.03 -1.212
C -3.085 -2.234 0.063 -0.01 -0.08 0.05 -1.597
C -2.066 -3.307 -0.199 0.05 0.05 -0.08 1.214
C -2.446 -4.639 -0.284 -0.04 0.02 -0.07 -0.741
C -1.502 -5.620 -0.547 -0.01 -0.04 -0.01 -0.874
C -0.181 -5.253 -0.746 -0.01 0.00 0.00 -0.914
C 0.199 -3.919 -0.649 -0.04 0.01 -0.06 -0.343
C -0.728 -2.916 -0.363 0.20 -0.04 0.41 -0.629
H -3.931 -1.172 -2.210 0.01 -0.04 0.00 0.468
H -2.357 -1.965 -2.380 -0.01 -0.01 0.00 0.366
H -2.492 -0.188 -2.510 -0.07 0.00 0.01 0.358
H -4.565 -0.105 -0.302 0.00 0.00 0.02 0.428
H -3.262 1.045 -0.647 0.03 0.05 0.04 0.315
H -3.403 0.320 0.964 -0.01 0.02 0.01 0.328
H -4.068 -2.501 -0.347 0.00 -0.04 0.03 0.561
H -3.223 -2.084 1.133 0.03 0.07 0.05 0.479
H -3.488 -4.912 -0.153 0.00 0.00 0.00 0.482
H -1.799 -6.658 -0.607 0.00 0.00 0.00 0.388
H 0.562 -6.010 -0.964 0.01 0.01 0.00 0.481
H 1.243 -3.670 -0.789 -0.01 -0.03 0.04 0.434
```
Positions in Å, forces in eV/Å.

Properties
frontier orbital gap: 8.26 eV
total charge: +1
calculated total energy: -2079.4919 hartree
LUMO energy: -2.34 eV
F_max: 0.96 eV/A



ORCA calculation (ωB97M-V/def2-TZVPD) on C38H36N8O4Sn as an isolated structure.

The geometry in XYZ format:
```
87
Properties=species:S:1:pos:R:3:forces:R:3:mulliken_charge:R:1
Sn 2.802 -0.140 -0.860 -0.21 0.22 0.22 1.400
C 5.968 -2.504 0.902 -0.07 -0.11 -0.03 -0.474
O 6.069 -2.056 2.252 0.11 0.22 -0.03 -0.517
C 4.999 -1.423 2.829 -0.05 -0.15 0.02 0.262
C 4.806 -1.688 4.167 -0.04 0.00 0.01 -0.462
C 3.793 -1.062 4.902 0.03 0.01 0.00 -0.705
C 2.972 -0.169 4.255 -0.02 -0.02 0.00 -0.801
C 3.126 0.109 2.890 0.04 -0.01 -0.05 0.599
C 2.277 1.147 2.328 0.01 0.07 -0.01 -0.928
N 2.115 1.367 1.083 0.04 -0.02 -0.01 0.776
N 1.351 2.480 0.765 0.03 -0.08 -0.05 -0.918
C 1.470 2.730 -0.515 -0.18 0.04 0.08 0.261
O 2.134 2.075 -1.381 0.30 -0.23 -0.06 -0.976
C 0.746 3.952 -1.003 0.02 0.02 0.00 0.494
C -0.223 4.592 -0.233 0.03 -0.02 0.02 -0.300
C -0.856 5.730 -0.707 -0.01 0.04 -0.03 -0.417
C -0.524 6.250 -1.954 0.02 0.00 0.03 -0.473
C 0.436 5.612 -2.727 0.01 0.03 0.02 -0.478
C 1.061 4.465 -2.257 -0.01 0.01 -0.03 -0.408
C 4.161 -0.502 2.119 -0.05 0.05 0.04 1.077
O 4.382 -0.229 0.878 0.09 0.06 -0.20 -1.053
H 6.775 -3.226 0.778 -0.01 -0.01 0.01 0.300
H 6.074 -1.685 0.195 0.03 -0.01 0.01 0.236
H 5.013 -3.000 0.723 -0.02 0.02 0.00 0.040
H 5.471 -2.405 4.633 0.00 -0.01 -0.01 0.399
H 3.668 -1.277 5.956 -0.01 -0.02 0.00 0.355
H 2.181 0.340 4.797 0.01 0.02 0.00 0.346
H 1.768 1.808 3.037 -0.01 -0.01 -0.01 0.223
H -0.455 4.178 0.739 -0.01 0.00 0.01 0.440
H -1.611 6.221 -0.102 0.00 0.00 0.01 0.327
H -1.018 7.142 -2.321 0.00 0.01 0.00 0.367
H 0.702 6.012 -3.698 -0.01 -0.02 -0.02 0.377
H 1.804 3.943 -2.847 0.02 0.00 0.00 0.500
C -2.872 -4.135 3.006 0.01 0.02 -0.02 -2.129
C -3.214 -3.067 1.966 -0.01 0.00 0.02 2.124
C -4.187 -2.058 2.592 0.01 -0.01 -0.02 -1.591
C -3.891 -3.760 0.775 0.03 0.01 0.00 -1.727
C -1.973 -2.321 1.484 0.02 -0.01 0.03 0.678
C -0.719 -2.486 2.056 -0.03 -0.01 -0.02 -1.031
C 0.371 -1.810 1.522 -0.01 0.01 -0.01 -1.170
N 0.279 -0.997 0.481 -0.01 0.11 0.03 0.474
C -0.923 -0.792 -0.050 -0.03 -0.06 -0.03 -1.359
C -2.063 -1.430 0.418 0.00 0.03 -0.01 -0.642
C -0.979 0.149 -1.205 -0.07 0.00 -0.04 1.040
C -2.059 1.006 -1.379 -0.01 0.00 -0.01 -0.743
C -2.087 1.882 -2.460 -0.02 -0.06 -0.03 0.763
C -0.991 1.853 -3.314 -0.01 0.02 0.02 -0.318
C 0.049 0.972 -3.061 0.00 -0.05 -0.07 -0.874
N 0.055 0.123 -2.043 0.02 -0.02 0.10 -0.265
C -3.304 2.767 -2.713 0.00 0.03 -0.01 2.191
C -4.382 1.901 -3.383 0.02 0.01 0.03 -1.835
C -2.967 3.943 -3.633 0.03 -0.01 0.04 -1.847
C -3.853 3.331 -1.397 0.04 0.02 0.02 -1.700
H -3.780 -4.678 3.280 0.00 0.00 0.01 0.440
H -2.459 -3.694 3.915 0.01 0.00 0.01 0.378
H -2.152 -4.854 2.613 0.00 -0.02 0.00 0.449
H -5.104 -2.563 2.909 -0.01 -0.01 0.01 0.428
H -4.456 -1.278 1.878 -0.01 0.01 -0.01 0.321
H -3.737 -1.578 3.463 0.00 0.01 0.01 0.366
H -4.734 -4.360 1.125 -0.01 0.00 0.00 0.455
H -3.187 -4.417 0.263 0.00 -0.02 0.01 0.393
H -4.270 -3.039 0.050 0.00 0.00 -0.01 0.325
H -0.557 -3.150 2.892 0.01 -0.03 0.00 0.444
H 1.361 -1.937 1.941 0.01 -0.03 0.01 0.725
H -3.009 -1.253 -0.080 0.00 -0.01 0.00 0.660
H -2.854 0.998 -0.647 -0.01 -0.01 0.00 0.504
H -0.907 2.525 -4.156 -0.01 0.00 -0.02 0.313
H 0.928 0.949 -3.695 0.02 0.02 -0.01 0.352
H -4.020 1.504 -4.333 0.00 0.00 -0.01 0.390
H -5.282 2.492 -3.573 -0.01 0.01 0.00 0.444
H -4.650 1.056 -2.746 -0.01 -0.01 0.01 0.324
H -2.660 3.606 -4.623 -0.01 0.00 -0.03 0.352
H -2.165 4.552 -3.211 -0.03 -0.02 -0.02 0.268
H -3.851 4.572 -3.758 -0.01 0.01 0.00 0.473
H -4.277 2.551 -0.763 0.00 -0.01 0.01 0.379
H -4.647 4.051 -1.608 -0.02 0.00 0.00 0.472
H -3.065 3.838 -0.837 -0.02 0.00 -0.02 0.218
O 4.312 0.831 -5.272 0.01 0.05 -0.15 -0.710
C 4.058 0.462 -4.155 0.01 0.04 0.04 0.651
N 3.810 0.086 -3.059 0.08 0.10 0.15 -0.797
N 2.495 -3.341 -0.040 0.15 -0.17 0.06 -0.425
C 2.552 -4.478 0.171 -0.16 0.03 -0.04 0.351
C 2.541 -5.865 0.416 -0.03 -0.06 0.02 0.014
C 3.705 -6.551 0.816 0.01 0.01 -0.01 0.167
N 4.648 -7.137 1.143 0.02 0.00 0.00 -0.582
C 1.338 -6.582 0.261 0.01 0.02 0.00 0.216
N 0.350 -7.174 0.134 -0.04 -0.01 0.02 -0.668
```
Positions in Å, forces in eV/Å.

Properties
frontier orbital gap: 5.75 eV
total charge: -2
calculated total energy: -2423.0862 hartree
LUMO energy: 3.55 eV
F_max: 0.38 eV/A